1.
CH6Ba3O6 | the ωB97M-V functional and the def2-TZVPD basis

```
16
Properties=species:S:1:pos:R:3
Ba 2.72224 -0.78212 -0.96428
H -2.33118 1.59875 1.05276
O -3.00931 1.78051 1.70340
O 0.72897 0.39882 0.43881
O -1.27545 1.13709 -0.22345
O 1.35461 -1.97666 -3.04319
C -0.20793 0.46672 -0.42017
O 1.41782 -0.76372 3.16073
H -3.39195 0.92468 1.89673
H 0.50419 -1.60604 -2.80724
Ba 1.36250 3.01348 1.24309
O 0.01265 -0.02247 -1.50653
H 1.22095 -0.38614 2.30347
Ba -2.35299 0.56692 -2.62203
H 1.17853 -2.90565 -3.19216
H 2.06634 -1.44417 2.98005
```

As for the spin multiplicity: 2. Its expectation value of S² is 0.753. The charge is +5. For the HOMO energy (alpha / beta), the calculation gives -25.24 / -25.23 eV. The value obtained for the electronic energy is -567.48019 a.u.

Here are the Mulliken charges for atoms 1 to 8, given in e: Ba 1.855; H 0.517; O 0.064; O -1.064; O -1.018; O -0.628; C 1.224; O -0.533

***

2.
C11H12ClIN2O3PS | the ωB97M-V functional and the def2-TZVPD basis

```
32
Properties=species:S:1:pos:R:3
H 1.52619 -1.41326 5.85340
I -3.66394 -1.93149 -3.94471
O -0.02546 0.58491 4.09707
H -0.84787 -2.32655 -1.95074
Cl 1.69804 -1.92076 2.01526
H -0.89046 -0.36713 2.34970
N 2.10740 2.91108 -3.65572
C 0.73875 0.71245 -3.13798
C 1.67195 1.90221 -2.72641
C 2.08082 1.93872 -1.20184
H 1.99732 0.96294 0.94296
H 0.24758 -0.71729 6.87560
P 0.05700 -1.60746 0.68295
H -2.28009 -0.67763 -0.70864
S 3.07202 3.90353 -2.60219
C 0.67209 -0.30768 -0.57705
C 0.83856 -0.57109 5.96769
C -0.73901 -1.48934 -2.71913
N 2.91801 3.11624 -1.07164
H -0.26189 -1.84034 -3.71440
H -3.77026 0.12920 -1.62057
C 0.25553 -0.36039 -2.09436
H -1.88919 0.21061 -3.67404
H -2.11043 0.99611 -1.46814
H 0.42159 0.64574 -4.23167
C 1.62144 0.87585 -0.14613
C -2.13907 -0.69129 -2.99054
O -1.21500 -0.98613 1.63023
C -2.64021 -0.02941 -1.57912
C -0.08511 -0.48934 4.75635
H 1.42699 0.34297 6.08149
O -0.79329 -1.50597 4.56230
```

The charge is -1. For the HOMO energy, the calculation gives -4.74 eV. The value obtained for the electronic energy is -2258.94673 a.u.

Here are the Mulliken charges for atoms 1 to 8, given in e: H 0.200; I -0.014; O -0.763; H 0.423; Cl -0.269; H 0.310; N -0.648; C -0.547

***

3.
C30H68N3O7PSi2 | the ωB97M-V functional and the def2-TZVPD basis

```
111
Properties=species:S:1:pos:R:3
H -3.39071 6.21054 1.55771
H -0.69708 4.69181 0.43729
H -0.67381 -10.84934 -2.92810
H 0.91242 -8.27926 -2.65007
C 1.62167 -4.88983 1.99877
O 3.63481 3.38960 1.49381
C 2.54016 1.24312 3.31227
C 2.36639 -3.67391 1.35586
O 0.85819 -8.44023 0.30345
N -2.98405 8.39012 -0.23048
C 0.76124 3.43206 2.15533
H -1.86803 9.55985 -3.27881
H -2.85958 -7.74504 -1.06308
H 3.09658 -4.68237 3.67434
H -5.57064 9.60689 0.01063
Si 1.09532 0.08615 0.46096
H -0.99974 9.52165 -1.74062
H -3.50550 7.22477 -2.86700
H 2.31545 -1.77941 -2.36096
C -1.75300 9.01077 -2.34277
H -5.96469 6.67043 -0.03787
H 3.01675 -3.24299 2.14614
O 1.46215 -2.66042 0.87642
H -0.95857 -12.42295 -0.20282
H -2.73046 11.10612 -1.69742
H -0.62703 -8.47811 -3.44798
H 0.27058 -10.79815 1.96253
H 0.67692 5.29188 -1.67885
C -3.10544 8.93908 -1.60844
H -0.16118 6.37093 0.53038
N 1.34545 -1.94358 -2.12983
C -3.56187 10.42135 -1.52211
H 1.90687 -10.37314 -1.35332
C 1.16241 5.05143 -0.71607
H 4.98797 2.14251 2.59019
H 4.46762 1.32719 -0.04879
H -4.33550 10.65051 -2.25742
H 3.05166 -4.03202 0.55595
O -1.10229 -0.78458 -1.75860
H -1.78988 -11.21983 -1.14361
H -4.85472 6.88871 2.23598
Si 2.30142 2.35318 1.79016
H -4.28910 8.68701 -3.40909
H -3.94323 10.70622 -0.54487
H 5.86906 2.12569 -1.62186
H 1.82607 -10.60593 1.14217
C 4.88437 2.73574 1.65892
O 6.15343 0.77685 0.98077
H 0.67547 -4.50298 2.42509
H 0.57931 3.37103 3.25434
C -3.92702 7.14537 1.72217
H -0.15061 2.99315 1.69733
H 6.13176 0.08613 0.32218
C -0.63926 -6.84497 -1.21025
H 3.21729 -6.19002 2.73510
C 6.10276 2.60536 -0.65209
H -1.84654 -11.14682 0.62154
C -5.33038 7.63190 -1.85542
H -1.36745 8.02312 -2.60031
H -2.65070 -9.41855 -0.72404
H -0.19196 0.28948 1.15533
C 0.91061 -10.81851 -1.44301
H -4.47428 6.03976 -0.69720
H 0.39636 -6.50817 -1.27887
C 5.30260 1.83162 0.47224
C 0.20896 5.33502 0.48305
H -6.03233 8.46154 -1.73386
H 5.71126 3.63965 -0.65229
O -2.12295 7.39974 -0.25791
H -3.33473 7.76755 2.39628
H 3.08995 -1.30791 1.04201
H 1.51490 4.00009 -0.71706
H 2.06749 5.67553 -0.56110
H -1.57486 -0.26768 -1.10344
H 0.90746 -10.46397 -3.56202
H 5.65011 3.53988 1.73081
C -5.14247 9.05312 0.84514
C -2.29479 -8.62480 -1.37589
H -1.06065 -6.45582 -0.28180
H -2.60625 -8.86926 -2.39323
C -4.04223 8.11172 -2.51371
H 7.17211 2.53523 -0.39955
C 0.24395 -10.29659 -2.70913
C 0.82507 -11.02715 1.05026
C 2.50297 -5.46301 3.16284
H 3.17994 0.36189 3.11168
C 0.95761 4.95200 1.81729
N -0.23672 -9.05995 -0.07063
H 1.84746 -5.94524 3.90822
H -1.17613 -6.38814 -2.04317
C -0.76376 -8.37919 -1.28505
H 0.85797 -2.40193 -2.88829
H 1.06906 -11.89640 -1.53025
C -4.23029 7.88698 0.41117
C 0.08191 -10.51005 -0.19097
C 2.00083 -1.38960 1.27205
C -5.02902 6.96682 -0.51872
H 1.42438 -5.62595 1.20228
O 2.01967 1.50776 0.32576
C -0.04578 -8.80557 -2.58282
H 0.42870 5.52421 2.61371
H 2.00404 5.29864 1.83708
H -5.99155 8.67749 1.41870
H 1.82075 -1.31763 2.37201
H 3.05790 1.84890 4.08416
P 0.57297 -0.44237 -1.66987
H 1.55947 0.89752 3.69273
H 0.94417 -12.11042 0.99691
H -5.82516 6.91236 -2.51345
H -4.60351 9.75723 1.48249
C -1.20469 -11.36023 -0.23573
```

As for the spin multiplicity: 3. Its expectation value of S² is 2.008. For the HOMO energy (alpha / beta), the calculation gives -6.97 / -6.97 eV. The value obtained for the electronic energy is -2795.09174 a.u.

Here are the Mulliken charges for atoms 1 to 8, given in e: H 0.299; H 0.235; H 0.280; H 0.391; C 0.250; O -0.404; C -1.407; C -0.615

***

4.
C36H49N2OP2S2Zn | the ωB97M-V functional and the def2-TZVPD basis

```
93
Properties=species:S:1:pos:R:3
S -0.41438 -1.14802 1.21837
P -2.25120 -1.60929 0.41500
C -0.53721 3.60600 -0.85152
H -6.79683 -0.30607 -0.25132
H 2.32569 -8.14972 1.81234
H -3.83942 -2.53370 -2.00401
H 6.24340 0.10915 -2.80409
H 3.35606 -2.71337 -0.60069
C 5.32865 0.81846 0.87604
H -1.20293 -3.36848 -0.60650
C -3.38373 -0.28147 -0.02372
H 2.11144 -7.67187 -0.63718
H 6.95922 2.20704 0.85688
C 6.71834 1.23842 -1.04235
H 1.20423 -6.57396 3.40433
H -3.45237 -2.25324 3.88807
S 3.16146 -0.82401 0.91093
C 3.03384 4.02432 -0.86332
C -3.09740 -3.28502 -1.72710
H 1.61514 3.91946 2.35893
H 0.90308 -5.84004 -1.29847
C -5.78983 0.08644 -0.23822
C -1.16054 -1.75623 -2.07136
H -1.82532 -0.96837 -2.43627
C -1.08645 5.13834 -2.65432
C 6.38582 1.49338 0.27959
H 0.87200 6.28476 2.36513
C -1.61823 2.75841 -1.20516
H -4.08744 2.98161 -0.56155
C -3.19733 -1.65848 3.01005
C -2.11290 4.27878 -3.03789
C -1.88993 -2.64008 -1.05336
C 2.04174 1.83816 -1.54168
N 0.95634 -5.96804 -0.29949
H -2.71796 4.51367 -3.90476
H -4.89476 -1.79993 0.10615
C 0.43909 -5.32789 1.83926
C 1.66163 -7.04811 0.12282
H -3.57846 -4.04994 -1.12374
H -0.89516 6.05291 -3.19844
C 4.58766 -0.10087 0.13904
H 5.07993 0.99445 1.91513
H -2.33534 -1.04187 3.25706
H -1.44177 4.08255 2.19579
H 0.51758 5.42599 -1.28710
H 4.33465 -1.05177 -1.77771
H -6.36329 2.14383 -0.48125
H -4.05061 -4.18515 0.78659
C -3.12107 1.07757 -0.33644
H -0.50273 4.61542 3.58993
H -0.03537 -4.64720 2.53788
H 3.23790 4.73342 -0.06285
H -2.76194 -3.76463 -2.64789
C -2.92514 -2.59764 1.82960
C 0.69653 4.20821 1.83508
C 1.77025 -7.29459 1.45718
H 4.14294 -3.02090 0.97383
C -4.25102 1.92103 -0.43454
N -1.85143 1.56754 -0.51297
C -0.50699 3.93052 2.74121
C 4.91467 -0.34948 -1.19064
H 2.50334 4.53965 -1.66439
C -2.36754 3.12019 -2.33800
H -3.15900 2.46209 -2.67064
Zn -0.26265 0.91071 0.39181
C -4.71247 -0.74515 -0.03623
H 1.86443 0.04464 -0.71697
H -0.26121 -1.28910 -1.67164
C 0.30341 -5.04520 0.45675
P 0.61498 3.04293 0.42481
H -0.16455 5.99813 0.96955
H -4.04346 -1.00523 2.78944
H -2.02911 -3.19348 2.04168
H 1.59405 5.92387 0.80061
O 1.28504 0.66908 -1.19283
H 1.47706 2.34052 -2.32816
C 5.98601 0.31185 -1.77243
H -5.05767 -3.04752 1.70107
H 3.99756 3.69584 -1.26007
C 3.28620 -2.57370 0.47536
H -4.08630 -4.23647 2.53770
C -0.30186 4.78213 -1.57874
C -4.10071 -3.56570 1.67732
C 2.25398 2.80723 -0.37048
H 7.55095 1.75404 -1.50222
H 2.84625 2.29713 0.39924
H 2.36087 -3.03182 0.82541
H 3.01117 1.53941 -1.94570
C -5.53996 1.44631 -0.38934
H -0.49573 2.91001 3.12560
H -0.87200 -2.36717 -2.92844
C 1.13719 -6.40269 2.33626
C 0.75898 5.68710 1.45935
```

The charge is +1. For the HOMO energy, the calculation gives -9.46 eV. The value obtained for the electronic energy is -4844.20027 a.u.

Here are the Mulliken charges for atoms 1 to 8, given in e: S -0.939; P 0.738; C -0.209; H 0.475; H 0.412; H 0.298; H 0.401; H 0.289

***

5.
C4H9NS | the ωB97M-V functional and the def2-TZVPD basis

```
15
Properties=species:S:1:pos:R:3
H 0.92924 2.08841 0.25209
H 1.17918 -0.27174 -1.60609
C -3.16069 -0.10129 0.14678
H -3.16875 -0.13745 1.24124
C 1.63383 0.17980 -0.65961
S -1.42331 -0.46319 -0.44969
H -3.94652 -0.80241 -0.17519
N -0.64092 0.97580 0.10234
H 2.46830 0.82922 -0.91444
C 2.15266 -0.83112 0.36945
H 1.42626 -1.63441 0.58615
H -3.50110 0.86072 -0.12744
H 2.41807 -0.41046 1.29428
C 0.59054 1.11674 -0.01705
H 3.04320 -1.39862 -0.04282
```

For the HOMO energy, the calculation gives -8.54 eV. The value obtained for the electronic energy is -610.70550 a.u. As for the structure (SMILES): CC/C=N\SC.

Here are the Mulliken charges for atoms 1 to 8, given in e: H 0.410; H 0.277; C -0.835; H 0.275; C -0.437; S -0.033; H 0.316; N -0.419

***

6.
C6H11N2P | the ωB97M-V functional and the def2-TZVPD basis

```
20
Properties=species:S:1:pos:R:3
H 0.41904 1.40744 -1.77323
H 1.05643 2.15331 -0.50625
C 0.68923 0.01456 -0.11054
H 1.27987 1.01650 1.80543
H 1.12724 -2.12178 -0.33106
C 0.99985 -1.25934 -0.86152
N -1.31068 0.98421 1.31236
H 1.41034 -0.84042 1.95030
H 2.50440 0.01854 1.08827
C -0.76018 0.10464 0.09515
H 2.18513 0.89949 -1.24261
C 1.10917 1.19711 -0.97455
P -2.16702 -0.41411 -0.91575
H -2.47527 -1.56099 -0.28206
H -4.19814 -0.05474 0.47444
C -3.22536 0.27121 0.50119
C 1.48728 -0.01631 1.22025
N -2.54019 0.84352 1.42462
H 0.34337 -1.46969 -1.57818
H 2.06549 -1.17316 -1.29630
```

For the HOMO energy (alpha / beta), the calculation gives -8.56 / -8.56 eV. The value obtained for the electronic energy is -685.90453 a.u. As for the structure (SMILES): CC(C)(C)C1=[PH]=CN=N1.

Here are the Mulliken charges for atoms 1 to 8, given in e: H 0.359; H 0.437; C 2.235; H 0.292; H 0.471; C -1.934; N -0.116; H 0.372

***

7.
C4H4ClOP | the ωB97M-V functional and the def2-TZVPD basis

```
11
Properties=species:S:1:pos:R:3
H 2.00313 -1.29594 0.21577
Cl -3.48559 -0.79627 -0.19674
C 1.11896 -0.56792 0.30470
H -0.36985 -1.75348 1.20669
C -0.05258 -0.77495 0.82631
C 1.09780 0.72788 -0.49443
O 0.13789 1.57346 0.04445
H 0.82417 0.41908 -1.52898
P -1.09893 0.81293 0.72509
C -2.14639 0.35725 -0.63204
H 1.97138 1.29796 -0.47081
```

For the HOMO energy (alpha / beta), the calculation gives -8.55 / -8.54 eV. The value obtained for the electronic energy is -1031.45392 a.u. As for the structure (SMILES): ClC#P1C=CCO1.

Here are the Mulliken charges for atoms 1 to 8, given in e: H 0.295; Cl -0.120; C -0.152; H 0.372; C -0.411; C -0.400; O -0.259; H 0.269

***

8.
C5H7NS2 | the ωB97M-V functional and the def2-TZVPD basis

```
15
Properties=species:S:1:pos:R:3
H -1.38958 2.13583 -0.00573
H -1.31950 -2.22907 -0.00473
C -1.04717 -1.16777 -0.00650
C -1.13236 1.06512 0.00024
S 1.53975 1.70677 -0.06986
H 1.24688 -2.71917 0.34255
C -1.91422 -0.04003 0.00369
N 0.20288 0.66576 -0.00495
H 1.79932 1.76188 1.23869
S 1.79356 -1.56312 -0.02164
H -3.82024 0.94537 -0.00230
C 0.23485 -0.72048 -0.02429
H -3.81720 -0.58538 -0.88053
C -3.41768 -0.08402 0.01474
H -3.79333 -0.58498 0.88349
```

For the HOMO energy, the calculation gives -7.88 eV. The value obtained for the electronic energy is -1045.82369 a.u. As for the structure (SMILES): Cc1cc(S)n(S)c1.

Here are the Mulliken charges for atoms 1 to 8, given in e: H 0.348; H 0.343; C -0.305; C -0.538; S -0.154; H 0.126; C 0.633; N -0.031

***

9.
CH2F3N2 | the ωB97M-V functional and the def2-TZVPD basis

```
8
Properties=species:S:1:pos:R:3
N 0.88047 -1.70644 -0.93707
H 1.39158 -1.72526 -0.05041
F -0.87747 1.63150 1.79088
H 0.25618 -2.36145 -1.25805
N -0.69967 0.87351 0.65453
F 0.26306 2.44176 -0.62519
F -1.14017 -0.36038 0.82853
C -0.07397 1.20676 -0.40322
```

The charge is +1. For the HOMO energy (alpha / beta), the calculation gives -16.07 / -16.33 eV. The value obtained for the electronic energy is -447.71948 a.u.

Mulliken charges in e: N -0.350; H 0.314; F -0.051; H 0.277; N 0.450; F -0.029; F -0.037; C 0.426

***

10.
C19H17Cl3N2S | the ωB97M-V functional and the def2-TZVPD basis

```
42
Properties=species:S:1:pos:R:3
C -0.38360 2.24084 1.65070
C 0.22358 -3.18170 0.84414
C -2.39868 1.48081 0.36115
H 1.99540 2.64055 0.07020
H 4.06229 -0.35109 -3.07856
Cl -4.31942 -2.31307 -1.13539
C -3.77727 -0.46341 0.74915
H 1.16038 -4.71728 -0.30985
N 1.80444 1.05672 -1.23979
H -0.67172 1.72426 2.56711
C 2.49859 -3.09793 0.08495
C 1.28263 -3.75346 0.15961
H -4.37824 -1.07308 1.40618
N 2.01119 -0.63898 -2.63730
C 1.20796 1.99098 -0.32354
Cl -0.93509 -1.28051 2.33557
H -2.72437 -0.36551 -2.46461
H -3.28153 0.96981 2.24339
H -1.39902 3.35494 0.08985
C 0.37545 -1.93132 1.41931
H 3.33657 -3.54546 -0.42624
H -2.29414 3.21221 1.60350
H 0.19001 3.12570 1.93009
C -2.85621 -0.06421 -1.43818
H 0.15721 -0.21641 -1.73819
C 1.19490 0.01779 -1.86315
C 0.48336 1.29276 0.82866
H -1.71548 1.71608 -1.66037
H 3.81775 1.76602 -1.33122
C -1.65817 2.67332 0.90122
C -3.59811 -0.84621 -0.56976
H -0.72243 -3.69208 0.94054
C 3.20961 -0.00995 -2.52752
C 1.56541 -1.21409 1.28736
H 0.48619 2.61117 -0.86945
C 3.10284 1.04320 -1.66421
C -2.27506 1.10133 -0.96993
H -0.13931 0.49306 0.43173
Cl 4.16406 -1.04943 0.56967
S 1.72341 0.44562 1.91160
C -3.16510 0.68834 1.20806
C 2.63971 -1.84028 0.65350
```

For the HOMO energy, the calculation gives -8.42 eV. The value obtained for the electronic energy is -2622.51839 a.u. As for the structure (SMILES): Clc1ccc(CC[C@@H](Cn2ccnc2)Sc2c(Cl)cccc2Cl)cc1.

Here are the Mulliken charges for atoms 1 to 8, given in e: C -1.087; C -0.717; C 0.279; H 0.332; H 0.409; Cl -0.239; C -0.666; H 0.385

***

11.
C2H5NSi | the ωB97M-V functional and the def2-TZVPD basis

```
9
Properties=species:S:1:pos:R:3
H -0.76975 -1.06578 1.61051
C -1.33012 0.19993 -2.30890
H 0.98326 -1.45407 -0.45770
H -2.02278 0.38874 -3.13581
C -1.08028 -0.17077 -1.20115
Si 0.04681 -0.65849 0.36523
H 1.11166 1.13191 1.81854
H 1.27863 1.36615 0.40706
N 0.85489 0.68606 0.98028
```

For the HOMO energy, the calculation gives -9.86 eV. The value obtained for the electronic energy is -423.37489 a.u. As for the structure (SMILES): C#C[SiH2]N.

Here are the Mulliken charges for atoms 1 to 8, given in e: H -0.080; C 0.156; H -0.063; H 0.302; C -0.648; Si 0.289; H 0.220; H 0.222

***

Question: Look up the electronic energy of the second one.
Answer: -2258.94673 a.u.

***

Question: Look up the electronic energy of the eleventh one.
Answer: -423.37489 a.u.

***

Question: Which of these has the highest electronic energy?
Answer: C2H5NSi

***

Question: Which of these has the highest electronic energy?
Answer: C2H5NSi